# 1
Molecular formula: C5H10O
Method: DFT, ωB97M-V/def2-TZVPD

The SMILES is CC(C)[C@H]1CO1. The calculation puts the energy above the lowest of the compared OMol25 structures with the same formula, charge and spin at 116.95 kJ/mol. As for the strongest force on any atom: 0.00589 Eh/bohr. Its HOMO energy is -10.196 eV.

```
! RIJCOSX wB97M-V def2-TZVPD def2/J DEFGRID3
* xyz 0 1
O 1.218 -1.262 1.187
C 0.923 -0.537 -0.001
C 1.929 -0.055 0.946
C -0.519 1.365 -0.873
C -1.478 -0.951 -0.552
C -0.463 0.076 -0.049
H -1.316 -1.170 -1.615
H 1.273 -1.032 -0.913
H -0.714 0.325 0.991
H -1.520 1.807 -0.810
H -0.308 1.180 -1.933
H 0.197 2.110 -0.507
H 2.991 -0.188 0.739
H -2.500 -0.574 -0.441
H 1.682 0.788 1.596
H -1.395 -1.889 0.007
*
```

***

# 2
Molecular formula: C6H10O
Method: DFT, ωB97M-V/def2-TZVPD

The SMILES is O=C1CC=CCC1.[H][H]. The calculation puts the energy above the lowest of the compared OMol25 structures with the same formula, charge and spin at 143.23 kJ/mol. As for the strongest force on any atom: 0.01876 Eh/bohr. Its HOMO energy is -9.377 eV.

```
! RIJCOSX wB97M-V def2-TZVPD def2/J DEFGRID3
* xyz 0 1
O 0.036 -0.217 1.894
C -1.383 1.192 -0.544
C -0.170 1.474 -1.015
C 1.027 0.546 -0.869
C 0.740 -0.888 -0.311
C -0.257 -0.506 0.744
C -1.606 -0.090 0.225
H 0.008 2.424 -1.521
H -2.212 0.081 1.115
H 1.662 -1.348 0.066
H 1.563 -2.135 2.136
H 1.508 0.437 -1.840
H 0.322 -1.573 -1.064
H -2.073 -0.844 -0.417
H 1.327 -1.433 2.261
H -2.235 1.860 -0.678
H 1.742 1.021 -0.182
*
```

***

# 3
Molecular formula: C14H14N3O8P2Pt
Method: DFT, ωB97M-V/def2-TZVPD

Its expectation value of S² is 2.02. The calculation puts the energy above the lowest of the compared OMol25 structures with the same formula, charge and spin at 0.00 kJ/mol. As for the strongest force on any atom: 0.00308 Eh/bohr. Its HOMO energy (spin up / spin down) is -3.156 / -5.275 eV.

```
! RIJCOSX wB97M-V def2-TZVPD def2/J DEFGRID3
* xyz -1 3
Pt -0.378 0.526 -0.833
P 2.575 -0.109 -1.847
P 0.776 0.984 -3.833
O 2.179 0.356 -3.358
O 4.098 0.407 -1.802
O -0.527 -1.469 -0.577
O 0.870 2.438 -4.081
O 1.813 0.830 -0.909
O 0.530 0.204 -5.215
O -0.306 0.462 -2.897
O 2.509 -1.571 -1.684
N -0.479 2.509 -0.470
N -0.670 -0.806 1.641
N -0.592 0.441 1.080
C -0.761 1.603 1.720
C -0.317 -4.105 0.146
C -0.609 -1.712 0.711
C -0.440 4.840 -0.913
C -0.331 -5.451 0.486
C -0.676 2.738 0.890
C -0.779 4.074 1.339
C -0.349 3.529 -1.324
C -0.980 -4.883 2.727
C -0.637 -3.142 1.098
C -0.666 5.106 0.450
C -0.994 1.655 3.193
C -0.965 -3.539 2.393
C -0.664 -5.845 1.774
H 0.637 0.838 -5.932
H -0.145 3.263 -2.356
H -0.940 4.261 2.393
H -0.674 -6.895 2.036
H -0.154 2.129 3.707
H -1.105 0.643 3.575
H -0.320 5.632 -1.637
H -0.741 6.129 0.799
H -1.204 -2.780 3.125
H -0.073 -6.194 -0.259
H 4.666 -0.359 -1.674
H -1.238 -5.183 3.735
H -0.043 -3.778 -0.848
H -1.896 2.224 3.431
*
```

***

# 4
Molecular formula: CH7NSi
Method: DFT, ωB97M-V/def2-TZVPD

The calculation puts the energy above the lowest of the compared OMol25 structures with the same formula, charge and spin at 370.33 kJ/mol. As for the strongest force on any atom: 0.07642 Eh/bohr. Its HOMO energy (spin up / spin down) is -8.831 / -6.880 eV.

```
! RIJCOSX wB97M-V def2-TZVPD def2/J DEFGRID3
* xyz 0 1
Si 1.054 0.547 0.464
N 1.793 -0.577 -0.621
C -2.379 -0.016 -0.028
H -2.231 -0.666 0.724
H 1.921 -0.258 -1.530
H 1.014 -0.219 1.751
H 1.676 1.869 0.311
H -2.590 1.035 0.259
H -1.712 -0.155 -0.878
H 1.454 -1.561 -0.451
*
```

***

# 5
Molecular formula: C15H27I2LaN3Si2
Method: DFT, ωB97M-V/def2-TZVPD

The calculation puts the energy above the lowest of the compared OMol25 structures with the same formula, charge and spin at 0.00 kJ/mol. As for the strongest force on any atom: 0.03688 Eh/bohr. Its HOMO energy (spin up / spin down) is -10.239 / -11.122 eV.

```
! RIJCOSX wB97M-V def2-TZVPD def2/J DEFGRID3
* xyz 1 1
La 6.326 -4.107 13.687
I 5.163 -6.952 13.863
I 8.208 -5.438 11.144
Si 9.469 -3.873 14.934
Si 5.189 -2.144 11.169
N 4.466 -3.054 15.426
N 8.523 -2.980 13.804
N 6.532 -2.203 12.201
C 8.164 -4.867 15.963
C 9.666 0.482 13.000
C 10.308 -2.874 16.301
C 7.653 -0.085 11.728
C 9.633 -0.747 13.558
C 3.553 -3.103 16.115
C 4.166 -0.643 11.597
C 8.648 0.832 12.048
C 10.739 -5.097 14.258
C 7.649 -7.397 11.090
C 4.157 -3.633 11.741
C 7.544 -1.366 12.379
C 5.560 -2.257 9.373
C 8.638 -1.771 13.261
C 2.339 -3.126 16.913
H 6.286 -3.055 9.155
H 11.274 -2.422 15.939
H 6.831 0.172 11.122
H 3.174 -3.472 11.243
H 8.739 -5.369 16.736
H 4.519 -4.654 11.459
H 3.137 -0.697 11.244
H 9.678 -2.152 16.800
H 10.340 1.238 13.348
H 2.237 -4.108 17.406
H 6.030 -1.348 9.026
H 4.087 -0.577 12.663
H 10.627 -3.563 17.081
H 7.551 -7.842 10.089
H 11.208 -5.661 15.084
H 7.500 -4.168 16.561
H 10.324 -1.016 14.328
H 11.551 -4.573 13.687
H 8.611 1.826 11.585
H 4.565 0.338 11.248
H 10.317 -5.810 13.578
H 7.512 -5.646 15.582
H 1.417 -2.870 16.353
H 4.627 -2.392 8.809
H 3.831 -3.505 12.800
H 7.086 -7.721 11.974
H 2.436 -2.375 17.715
*
```

***

# 6
Molecular formula: C19H17N5O6W
Method: DFT, ωB97M-V/def2-TZVPD

Its expectation value of S² is 2.01. The calculation puts the energy above the lowest of the compared OMol25 structures with the same formula, charge and spin at 0.00 kJ/mol. As for the strongest force on any atom: 0.01421 Eh/bohr. Its HOMO energy (spin up / spin down) is -6.912 / -8.661 eV.

```
! RIJCOSX wB97M-V def2-TZVPD def2/J DEFGRID3
* xyz 0 3
W -0.839 0.515 -0.245
O -1.488 0.086 1.659
O -1.014 2.499 -0.722
O -3.130 -0.690 2.953
O 0.994 0.292 -1.222
O -4.761 0.162 -1.749
O -0.347 4.613 -0.363
N -0.692 -1.650 -0.299
N -2.912 0.410 -0.411
N 0.502 1.533 1.084
N -1.296 0.433 -2.472
N 0.102 -3.663 -0.469
C 2.864 -2.625 -0.085
C 2.184 2.999 2.686
C 4.361 -0.810 -0.501
C 3.301 -0.003 -0.860
C 1.781 -1.827 -0.453
C -1.751 -2.541 -0.249
C 2.100 1.625 2.829
C 4.154 -2.133 -0.108
C 1.238 0.918 2.011
C -0.322 3.430 -0.131
C 1.986 -0.494 -0.848
C 0.575 2.854 0.946
C 0.416 -2.356 -0.428
C 1.403 3.628 1.728
C -2.756 -0.208 1.912
C -1.267 -3.800 -0.355
C -3.692 0.155 0.786
C -2.697 0.817 -2.752
C -3.576 0.411 -1.590
H 4.985 -2.760 0.185
H -1.760 -4.755 -0.365
H -3.080 0.393 -3.676
H -2.737 1.903 -2.815
H 2.847 3.574 3.319
H 1.107 -0.151 2.102
H 1.407 4.697 1.564
H -0.642 1.100 -2.868
H 0.767 -4.407 -0.588
H 5.366 -0.406 -0.518
H 2.695 -3.643 0.251
H -4.443 -0.620 0.638
H -4.230 1.058 1.091
H 2.685 1.095 3.568
H -2.770 -2.215 -0.143
H 3.451 1.025 -1.164
H -1.070 -0.474 -2.863
*
```

***

# 7
Molecular formula: C17H22N2O5S2SiW
Method: DFT, ωB97M-V/def2-TZVPD

Its expectation value of S² is 0.76. The calculation puts the energy above the lowest of the compared OMol25 structures with the same formula, charge and spin at 0.00 kJ/mol. As for the strongest force on any atom: 0.05099 Eh/bohr. Its HOMO energy (spin up / spin down) is -11.411 / -12.230 eV.

```
! RIJCOSX wB97M-V def2-TZVPD def2/J DEFGRID3
* xyz 1 2
W 1.047 0.107 0.071
S -0.854 0.096 1.557
S -0.281 -0.527 -2.286
Si 2.227 -1.911 0.799
O 2.783 0.684 -0.635
O 0.289 -1.265 -3.361
O 4.075 1.486 -2.263
O 1.744 1.047 1.590
O -0.273 -1.225 -0.944
N 0.624 0.743 -1.839
N 1.203 1.159 2.812
C -2.313 0.732 -3.665
C 1.710 1.171 -2.695
C 1.050 -2.971 1.902
C 3.008 1.143 -1.841
C -5.887 1.661 -2.801
C 1.345 1.798 5.076
C 3.801 -1.485 1.825
C -1.961 -0.003 -2.545
C -0.086 0.705 2.986
C 0.031 1.344 5.295
C 1.909 1.701 3.839
C -4.525 1.053 -2.727
C 2.748 -2.789 -0.834
C -0.675 0.801 4.240
C -3.593 1.253 -3.746
C -2.877 -0.245 -1.534
C -4.155 0.272 -1.633
H 1.917 2.232 5.878
H 2.945 -3.848 -0.693
H -3.867 1.832 -4.613
H -6.267 1.869 -1.803
H -4.870 0.071 -0.849
H 4.328 -0.641 1.381
H -0.412 1.414 6.274
H 1.837 0.478 -3.538
H -6.579 0.968 -3.279
H 0.818 -2.486 2.848
H -5.880 2.577 -3.386
H -1.682 0.436 4.360
H 1.557 2.185 -3.087
H 3.662 -2.352 -1.236
H 3.575 -1.225 2.857
H 2.906 2.029 3.588
H 4.496 -2.320 1.854
H 0.103 -3.175 1.407
H -2.577 -0.844 -0.686
H 1.976 -2.707 -1.607
H -1.600 0.896 -4.458
H 1.502 -3.926 2.146
*
```

***

# 8
Molecular formula: CH5N3O
Method: DFT, ωB97M-V/def2-TZVPD

The SMILES is CN(N)N=O. The calculation puts the energy above the lowest of the compared OMol25 structures with the same formula, charge and spin at 436.16 kJ/mol. As for the strongest force on any atom: 0.09731 Eh/bohr. Its HOMO energy is -9.229 eV.

```
! RIJCOSX wB97M-V def2-TZVPD def2/J DEFGRID3
* xyz 0 1
O -2.174 -0.437 0.028
N -0.114 0.123 0.065
N -1.331 0.480 0.033
N 0.848 1.569 -0.029
C 0.362 -1.241 -0.033
H -0.556 -1.806 -0.085
H 0.762 -1.246 -1.140
H 0.715 1.726 1.017
H 1.216 -1.462 0.580
H 0.272 2.292 -0.436
*
```

***

# 9
Molecular formula: C6H10OS
Method: DFT, ωB97M-V/def2-TZVPD

The SMILES is C=C(C)S.CC=C=O. The calculation puts the energy above the lowest of the compared OMol25 structures with the same formula, charge and spin at 295.41 kJ/mol. As for the strongest force on any atom: 0.07899 Eh/bohr. Its HOMO energy is -8.542 eV.

```
! RIJCOSX wB97M-V def2-TZVPD def2/J DEFGRID3
* xyz 0 1
S -1.757 0.349 0.625
O -0.545 -0.414 -2.114
C -0.535 1.559 0.101
C -0.566 2.214 -1.015
C 0.047 -1.112 -1.390
C 0.497 -2.390 0.688
C 0.797 -1.941 -0.744
C 0.702 1.526 1.097
H -1.455 2.262 -1.620
H 1.095 2.574 0.981
H 0.015 -3.445 0.499
H 0.189 1.659 2.144
H -2.876 0.639 -0.115
H 1.355 -2.667 -1.335
H 0.371 2.668 -1.280
H -0.251 -1.735 1.300
H 1.458 0.758 0.951
H 1.458 -2.504 1.226
*
```

***

# 10
Molecular formula: C10H15ClF3N2O3
Method: DFT, ωB97M-V/def2-TZVPD

As for the strongest force on any atom: 0.04685 Eh/bohr. Its HOMO energy is -3.196 eV.

```
! RIJCOSX wB97M-V def2-TZVPD def2/J DEFGRID3
* xyz -1 1
Cl -1.022 3.924 -4.529
F 1.346 -3.535 -1.226
F 0.066 -2.357 -2.505
F -0.744 -4.087 -1.514
O -1.686 -2.140 -0.036
O -1.568 -1.338 3.374
O 1.221 2.460 -2.472
N -0.997 1.874 -2.511
N 0.658 -0.679 3.180
C -0.264 -2.173 -0.144
C 0.195 2.255 -1.880
C 0.244 -0.745 -0.419
C -0.920 0.288 1.672
C 0.090 -3.056 -1.352
C -0.738 -0.673 2.829
C 1.021 1.467 0.415
C 1.361 -0.451 1.898
C 0.358 0.130 0.829
C 0.129 2.452 -0.367
H 1.751 -1.424 1.589
H -1.657 1.606 -1.785
H 0.162 -2.606 0.758
H 0.529 3.450 -0.180
H 1.328 1.991 1.323
H 1.213 -0.782 -0.920
H -0.846 1.302 2.074
H -1.862 0.065 1.180
H 1.895 1.260 -0.205
H -0.484 -0.286 -1.085
H 2.208 0.192 2.127
H 0.764 0.074 3.851
H -2.026 -1.941 -0.918
H -0.905 2.460 -0.015
H -0.823 1.022 -3.036
*
```

***

# 11
Molecular formula: C36H42BCrN7S3Se
Method: DFT, ωB97M-V/def2-TZVPD

Its expectation value of S² is 6.03. The calculation puts the energy above the lowest of the compared OMol25 structures with the same formula, charge and spin at 0.00 kJ/mol. As for the strongest force on any atom: 0.07594 Eh/bohr. Its HOMO energy (spin up / spin down) is -7.175 / -7.804 eV.

```
! RIJCOSX wB97M-V def2-TZVPD def2/J DEFGRID3
* xyz 0 5
Se 0.412 -2.762 -1.940
Cr 0.384 3.370 -1.241
S -1.916 3.694 -1.326
S 4.908 3.625 -1.664
S 0.590 2.112 1.051
N -2.090 0.965 -1.590
N -0.343 -2.926 0.813
N -1.139 -4.573 -0.445
N -1.730 3.487 2.042
N 0.201 4.477 2.338
N -2.774 1.697 0.356
N 2.438 2.799 -1.654
C 1.137 5.241 -1.638
C 1.415 -1.938 2.289
C 3.227 1.658 -1.557
C 3.279 6.369 -1.593
C -0.383 3.339 1.789
C -2.280 -4.665 3.546
C -1.555 -4.842 0.859
C -2.936 0.329 0.354
C 5.505 0.904 -1.556
C -2.429 -0.148 -0.819
C -1.492 0.941 -2.950
C -2.340 2.085 -0.809
C -0.773 5.308 2.820
C 2.750 0.372 -1.450
C 4.579 1.924 -1.635
C -4.009 -3.499 -1.781
C 1.667 4.862 2.406
C -1.974 4.726 2.680
C 3.716 -0.658 -1.472
C -1.489 -3.624 2.950
C 0.554 6.516 -1.490
C -2.388 -5.836 1.399
C 2.536 5.204 -1.635
C 2.754 -2.435 1.557
C 2.672 -3.943 1.273
C 5.042 -0.345 -1.463
C 3.213 3.890 -1.689
C -2.680 -5.705 -1.946
C 2.706 7.661 -1.577
C -1.300 -5.685 -1.364
C -2.722 -5.732 2.748
C -0.428 -3.398 -0.457
C 0.163 -1.670 1.402
C -3.055 -4.363 -2.659
C 1.293 7.702 -1.498
C -1.154 -3.749 1.635
B -3.018 2.655 1.651
H 2.228 4.114 2.983
H 3.674 -4.266 0.961
H 2.838 -1.870 0.679
H 4.346 6.359 -1.631
H -4.356 -2.545 -2.234
H -2.104 -3.936 -2.940
H -2.601 -4.423 4.589
H 0.392 -0.915 0.580
H 2.533 -4.480 2.253
H -0.534 6.510 -1.416
H 3.273 8.538 -1.542
H -1.639 -0.020 -3.460
H -3.497 -5.939 -1.187
H -2.765 -6.657 -2.484
H -3.907 3.446 1.417
H 3.633 -2.282 2.192
H -0.552 6.228 3.305
H -3.403 -0.275 1.140
H -2.677 -6.645 0.769
H 1.553 -1.096 2.993
H 0.766 8.675 -1.412
H -1.169 -6.550 -0.747
H -1.923 1.682 -3.640
H -3.462 1.975 2.548
H 6.569 1.140 -1.614
H 1.707 5.771 2.960
H 1.680 0.082 -1.417
H -2.199 -1.120 -1.285
H -1.265 -2.749 3.557
H 3.233 -1.604 -1.289
H -0.365 1.210 -3.008
H -3.499 -3.338 -0.790
H 2.131 5.014 1.439
H -3.352 -6.542 3.100
H -4.843 -4.233 -1.559
H -2.973 4.979 2.845
H -0.634 -1.286 1.997
H 1.082 -2.759 2.893
H -0.549 -5.678 -2.147
H 5.655 -1.214 -1.456
H -3.708 -4.536 -3.535
H 1.937 -4.180 0.534
*
```